The following is a quantum chemistry calculation of a structure of composition C13H16ClFeN3O8, from OMol25.

Results
electronic energy	-81496.769	eV

ORCA input file:
```
! RIJCOSX wB97M-V def2-TZVPD def2/J DEFGRID3
* xyz 0 5
Fe -0.497 -0.064 0.148
Cl -3.237 1.414 1.051
O -3.486 0.882 -0.272
O -4.095 0.868 2.020
O 0.485 -5.010 -3.917
O 1.099 -1.113 0.378
O 2.208 -4.464 -2.619
O -1.791 0.894 1.376
O -3.226 2.832 1.119
O 2.503 -2.680 -0.497
N -1.086 -3.057 -2.913
N -0.503 1.583 -1.147
N -0.791 -1.646 -1.294
C 0.968 -4.363 -3.026
C 1.185 2.669 1.470
C -2.921 -1.326 -2.479
C 0.341 -2.428 -1.383
C -1.614 -2.024 -2.246
C 1.433 -2.072 -0.428
C -0.164 2.479 3.618
C 2.063 1.341 3.255
C 0.168 -3.322 -2.391
C 1.034 2.132 2.754
C 3.300 1.536 1.210
C 3.198 1.072 2.507
C 2.319 2.373 0.700
H 0.156 2.873 4.563
H -3.457 -1.176 -1.548
H -0.508 2.394 -0.550
H 1.997 0.980 4.256
H 4.165 1.259 0.641
H 0.272 1.754 -1.788
H -1.521 -3.567 -3.655
H 2.430 2.772 -0.306
H -0.818 3.243 3.203
H -0.772 1.579 3.786
H 2.377 -3.814 -1.873
H -1.383 1.514 -1.681
H -3.544 -1.859 -3.197
H 0.456 3.377 1.112
H 4.031 0.495 2.918
H -2.773 -0.327 -2.873
*
```

The following is a quantum chemistry calculation of a structure of composition C25H40AsFNO5, from OMol25.

Results
electronic energy	-101855.984	eV

ORCA input file:
```
! RIJCOSX wB97M-V def2-TZVPD def2/J DEFGRID3
* xyz -1 1
As -0.244 -0.199 -0.817
F -0.158 2.257 -3.335
O -3.876 -2.211 2.919
O 0.287 -1.981 -1.116
O 0.137 -0.316 1.098
O -4.675 -2.408 0.871
O -2.155 1.410 1.673
N 2.217 0.615 1.961
C -2.593 -2.191 -1.034
C 0.560 4.935 2.465
C -0.432 5.875 2.558
C 0.315 3.678 1.937
C 1.175 -3.422 3.099
C -5.001 -1.645 -0.307
C -0.176 -3.413 0.917
C -4.076 -1.955 -1.493
C 4.030 0.282 -1.863
C 1.188 0.180 1.582
C -4.370 -1.666 1.961
C -1.958 4.361 1.566
C -1.008 1.678 -0.469
C 5.313 0.117 -1.002
C -1.419 2.041 0.941
C 1.590 0.537 -1.272
C 2.779 -0.437 -1.233
C -0.964 3.404 1.503
C -2.091 -0.904 -0.363
C 0.808 -2.741 -0.065
C -1.709 5.609 2.090
C 0.689 -4.267 1.889
C -0.644 -0.148 -2.815
C -1.001 1.160 -3.502
C 6.266 1.344 -1.139
H 0.390 -2.695 3.331
H -2.073 -2.558 -1.922
H 1.404 -4.031 3.980
H 2.061 -2.857 2.783
H 1.591 0.836 -2.330
H 0.085 -5.090 2.302
H -2.670 -3.039 -0.344
H 3.080 -0.748 -0.229
H -4.536 -0.575 1.998
H 1.552 5.183 2.836
H 2.612 -1.315 -1.863
H -2.959 4.134 1.203
H -4.046 -1.093 -2.173
H -4.871 -0.579 -0.074
H -1.457 -0.836 -3.102
H -0.238 2.401 -0.772
H 5.657 2.252 -1.141
H -0.240 6.852 2.997
H 6.943 1.318 -0.275
H 0.221 -0.592 -3.333
H 3.835 1.336 -2.096
H 1.276 -3.622 -0.563
H 4.985 0.101 0.044
H 1.096 2.924 1.866
H 1.523 -4.750 1.360
H -1.920 1.898 -1.045
H -6.058 -1.819 -0.546
H -2.508 6.343 2.144
H 1.801 1.499 -0.783
H -2.825 -0.107 -0.554
H -1.067 0.975 -4.589
H 5.854 -0.790 -1.293
H 4.249 -0.209 -2.826
H -2.133 -1.045 0.725
H -4.416 -2.854 -2.026
H 6.897 1.263 -2.031
H 1.676 -2.311 0.465
H -0.757 -2.709 1.518
H -2.022 1.471 -3.228
H -0.798 -4.140 0.382
*
```

The following is a quantum chemistry calculation of a cluster of 2 separate species, C3H9NO2 in total, from OMol25.

Results
electronic energy	-8839.295	eV
SMILES	CC(=O)O.CN

ORCA input file:
```
! RIJCOSX wB97M-V def2-TZVPD def2/J DEFGRID3
* xyz 0 1
O 3.128 -1.418 0.274
O 1.074 -1.248 0.639
N -1.457 0.929 0.373
C -2.198 -0.220 0.550
C 1.849 0.368 -0.918
C 2.193 -0.636 0.187
H -2.352 -0.303 1.791
H -3.376 -0.121 0.193
H 0.782 0.504 -1.158
H 0.148 -0.678 0.928
H 2.253 1.297 -0.628
H -1.720 -1.137 0.121
H 2.610 0.183 -1.765
H -2.054 1.710 -0.085
H -0.881 0.770 -0.501
*
```

The following is a quantum chemistry calculation of a cluster of 2 separate species, C4H10NO in total, from OMol25.

Results
electronic energy	-7837.564	eV

ORCA input file:
```
! RIJCOSX wB97M-V def2-TZVPD def2/J DEFGRID3
* xyz 1 1
O 3.290 -0.256 0.845
N -2.744 -0.631 0.947
C 2.298 0.344 0.683
C -0.001 0.268 -0.201
C 0.089 0.313 -1.631
C 0.935 -0.472 0.548
H 0.709 -0.598 1.618
H -0.349 1.175 0.302
H 2.240 1.444 0.652
H 0.977 0.893 -1.945
H 0.260 -0.680 -2.053
H -1.768 -0.435 0.763
H -3.146 0.199 1.366
H -0.738 0.779 -2.166
H -3.237 -0.880 0.100
H 1.185 -1.464 0.174
*
```

The following is a quantum chemistry calculation of a cluster of 2 separate species, C6H7FN2 in total, from OMol25.

Results
electronic energy	-12027.480	eV

ORCA input file:
```
! RIJCOSX wB97M-V def2-TZVPD def2/J DEFGRID3
* xyz 0 1
F 1.423 -2.245 0.055
N -2.081 0.877 0.268
N -0.400 -0.758 0.329
C -1.388 -0.114 1.228
C -0.534 -0.339 -0.915
C 2.050 0.807 -0.589
C 2.139 1.950 -0.903
C -1.556 0.576 -0.880
C 0.438 -1.650 0.820
H -1.840 1.014 -1.773
H -2.123 -0.873 1.472
H -0.803 0.427 1.951
H 0.090 -0.708 -1.664
H 0.456 -1.843 1.879
H 1.826 -0.193 -0.200
H 2.303 3.073 -1.078
*
```

The following is a quantum chemistry calculation of an isolated molecule of C19H23N3O5S, from OMol25.

Results
electronic energy	-45619.829	eV
SMILES	CCN(CC)S(=O)(=O)c1ccc(C(=O)OCCNC(=O)c2cccnc2)cc1

ORCA input file:
```
! RIJCOSX wB97M-V def2-TZVPD def2/J DEFGRID3
* xyz 0 1
S 1.283 -1.298 -3.192
O 2.032 0.826 3.163
O 2.256 -0.510 -3.892
O 1.605 -1.356 3.489
O -1.530 -0.985 2.754
O 1.244 -2.714 -3.422
N -0.971 1.997 -0.084
N -0.521 0.300 4.324
N -0.212 -0.637 -3.425
C 1.918 0.208 -0.987
C -1.351 -1.502 -3.229
C -1.131 1.654 -3.394
C 1.359 -1.843 0.816
C -0.921 3.251 0.337
C 1.236 -2.063 -0.544
C 2.050 0.432 0.369
C -1.039 2.597 2.625
C -0.355 0.592 -4.169
C -1.706 -2.320 -4.468
C -0.095 -0.823 5.123
C -1.051 1.040 0.818
C -1.070 1.275 2.194
C -1.076 0.089 3.097
C 1.829 -0.283 2.721
C 1.767 -0.592 1.274
C -0.966 3.604 1.678
C 1.510 -1.037 -1.429
C 1.393 -1.126 4.875
H 0.941 -3.023 -0.936
H -2.199 -0.889 -2.913
H -1.970 -1.671 -5.300
H -1.093 -2.178 -2.412
H -1.039 2.610 -3.902
H -0.750 1.746 -2.380
H -0.254 -0.613 6.183
H 1.133 -2.623 1.525
H -0.841 0.401 -5.134
H 2.016 -0.285 5.202
H -1.098 0.026 0.445
H 2.365 1.391 0.753
H 2.133 0.976 -1.713
H -2.187 1.400 -3.338
H 1.691 -2.041 5.389
H 0.006 1.152 4.456
H -0.852 -2.929 -4.751
H -0.703 -1.677 4.814
H -2.551 -2.970 -4.254
H -0.853 4.001 -0.439
H 0.662 0.932 -4.366
H -0.943 4.642 1.973
H -1.096 2.845 3.676
*
```

The following is a quantum chemistry calculation of an isolated molecule of CH5INP, from OMol25.

Results
electronic energy	-19997.072	eV
SMILES	CNPI

ORCA input file:
```
! RIJCOSX wB97M-V def2-TZVPD def2/J DEFGRID3
* xyz 0 1
I -0.923 2.449 -2.025
P 0.218 -0.179 -1.526
N -0.203 -0.534 0.054
C 0.591 -0.091 1.181
H 0.361 0.974 1.361
H -0.866 -0.889 -1.971
H -1.058 -1.094 0.131
H 0.318 -0.700 2.096
H 1.564 0.064 0.701
*
```

The following is a quantum chemistry calculation of an isolated molecule of C4H6N2OS, from OMol25.

Results
electronic energy	-20104.000	eV

ORCA input file:
```
! RIJCOSX wB97M-V def2-TZVPD def2/J DEFGRID3
* xyz 0 1
S 0.958 -1.087 1.007
O 0.166 -2.113 0.350
N 2.555 -1.654 0.992
N 3.283 1.042 -1.170
C 2.240 0.740 -0.766
C -1.676 0.571 0.022
C 1.080 0.261 -0.234
C -0.426 1.062 -0.533
H 3.222 -1.064 1.465
H -2.358 0.321 -0.796
H -2.158 1.367 0.597
H -0.350 1.891 -1.212
H -1.539 -0.306 0.647
H 2.900 -1.971 0.095
*
```

The following is a quantum chemistry calculation of an isolated molecule of C19H20BrN3O4, from OMol25.

Results
electronic energy	-102728.127	eV
SMILES	Oc1cc(O)c(-c2noc3ccc(NCCN4CCOCC4)cc23)cc1Br

ORCA input file:
```
! RIJCOSX wB97M-V def2-TZVPD def2/J DEFGRID3
* xyz 0 1
Br -5.344 2.748 -0.392
O -1.344 -0.797 2.620
O -5.482 -0.339 0.356
O 1.007 3.483 2.149
O -1.077 0.269 -2.668
N 1.119 -1.338 -1.776
N -0.378 3.211 2.018
N 3.195 -1.412 0.651
C 1.666 2.323 1.910
C 0.256 0.809 -2.608
C 3.036 2.125 1.784
C 2.263 -2.231 -1.478
C 3.499 0.853 1.368
C -4.098 1.588 0.539
C -2.181 0.004 1.908
C 1.265 0.044 1.201
C -1.857 1.320 1.553
C -4.292 0.202 0.748
C 2.435 -2.501 0.040
C 1.347 -0.223 -2.726
C -0.278 -1.897 -1.792
C 2.652 -0.181 1.067
C -3.397 -0.549 1.496
C -0.514 1.921 1.727
C 0.802 1.304 1.608
C -2.863 2.125 0.957
C -1.298 -0.778 -1.704
H 0.534 -0.702 0.947
H 3.169 -1.787 -1.830
H 0.387 1.313 -1.655
H 2.945 -3.461 0.188
H 1.349 -0.659 -3.763
H -1.250 -0.318 -0.732
H -6.081 0.389 0.132
H -2.652 3.184 0.796
H 4.198 -1.423 0.442
H -0.490 -0.366 2.863
H 2.132 -3.200 -1.970
H 0.398 1.533 -3.382
H 3.739 2.901 2.096
H -3.667 -1.598 1.662
H -2.293 -1.233 -1.845
H -0.451 -2.608 -0.956
H 1.421 -2.605 0.499
H 4.603 0.715 1.247
H -0.457 -2.404 -2.736
H 2.329 0.245 -2.561
*
```

The following is a quantum chemistry calculation of a cluster of 2 separate species, C6H14O4S in total, from OMol25.

Results
electronic energy	-25470.305	eV

ORCA input file:
```
! RIJCOSX wB97M-V def2-TZVPD def2/J DEFGRID3
* xyz 0 1
S -1.256 1.664 0.331
O 2.180 -0.499 -1.741
O 1.284 2.363 -0.088
O 0.283 1.212 -1.891
O 1.175 -1.712 -0.089
C 0.316 1.445 -0.524
C -1.484 0.234 1.403
C 2.770 -0.157 0.699
C -2.727 -0.829 -0.571
C -1.967 -0.966 0.758
C 1.900 -0.609 -0.382
H 2.413 -0.454 1.708
H 0.273 1.983 -2.419
H 1.059 -2.230 -0.902
H 0.847 2.984 0.516
H -2.206 0.510 2.186
H 2.688 0.826 0.910
H -2.939 -1.804 -0.926
H -2.602 -1.460 1.535
H -1.130 -1.630 0.635
H -0.569 0.083 1.999
H 3.766 -0.654 0.604
H -3.608 -0.268 -0.578
H 1.571 0.315 -1.910
H -2.037 -0.346 -1.267
*
```

The following is a quantum chemistry calculation of the ion C4H8N2 with charge +2, from OMol25.

Results
electronic energy	-7234.043	eV

ORCA input file:
```
! RIJCOSX wB97M-V def2-TZVPD def2/J DEFGRID3
* xyz 2 3
N 0.853 -1.793 0.033
N 1.029 0.498 -0.200
C 0.302 -0.560 -0.102
C 1.915 1.308 -0.017
C -1.890 0.690 -0.020
C -1.154 -0.543 -0.240
H 1.875 -1.754 0.106
H 0.297 -2.602 -0.023
H -1.263 1.639 -0.168
H -1.650 -1.494 -0.387
H 2.165 1.726 0.963
H -2.995 0.628 -0.188
H 2.569 1.620 -0.832
H -2.055 0.637 1.075
*
```

The following is a quantum chemistry calculation of an isolated molecule of C12H15I, from OMol25.

Results
electronic energy	-20782.156	eV
SMILES	CC1=C(I)C/1=C1\CC[C@]2(C1)C[C@@H]2C

ORCA input file:
```
! RIJCOSX wB97M-V def2-TZVPD def2/J DEFGRID3
* xyz 0 1
I 3.434 -1.139 -3.815
C -0.381 1.628 2.344
C 0.172 -0.539 -3.567
C 0.552 0.489 -1.006
C -0.640 0.609 -0.153
C -0.989 -0.983 -4.335
C -1.190 0.332 2.472
C -0.938 -0.775 3.510
C 1.392 -0.642 -3.164
C 0.601 0.139 -2.284
C 1.761 0.497 -0.089
C -0.268 0.550 1.322
C 1.123 -0.138 1.272
H -0.912 -1.680 2.942
H 1.829 0.050 2.213
H 2.088 1.611 0.201
H 1.110 -1.181 0.992
H -1.772 -0.901 4.175
H -1.578 -0.172 -4.913
H -2.210 0.376 2.241
H -1.371 -0.312 -0.343
H -1.761 -1.514 -3.653
H 2.577 -0.024 -0.350
H -0.752 -1.820 -5.067
H -0.921 2.610 2.200
H -0.048 -0.444 4.093
H -1.370 1.565 -0.361
H 0.461 1.809 3.123
*
```

The following is a quantum chemistry calculation of a cluster of 2 separate species, CH6NO2 in total, from OMol25.

Results
electronic energy	-6718.763	eV

ORCA input file:
```
! RIJCOSX wB97M-V def2-TZVPD def2/J DEFGRID3
* xyz -1 1
O 2.575 1.125 -0.215
O -1.674 -0.706 -1.098
N -0.010 -0.046 0.482
C -1.354 -0.231 0.300
H -1.728 0.800 0.345
H 1.698 0.866 0.230
H -0.705 -0.619 -1.388
H 2.771 0.446 -0.844
H 0.331 -0.746 1.147
H -1.906 -0.889 1.043
*
```

The following is a quantum chemistry calculation of a cluster of 3 separate species, C5H12O3 in total, from OMol25.

Results
electronic energy	-11519.915	eV
SMILES	C/C=C/C=C/O.O.O

ORCA input file:
```
! RIJCOSX wB97M-V def2-TZVPD def2/J DEFGRID3
* xyz 0 1
O -1.352 -0.130 2.847
O 2.512 2.288 -0.407
O -1.176 1.377 -2.474
C 0.356 0.363 -1.006
C -0.230 -1.734 0.147
C 0.624 -0.710 0.000
C -0.932 0.549 -1.394
C -0.109 -2.638 1.347
H 1.588 -0.626 0.534
H 1.025 1.061 -1.431
H -0.952 -3.289 1.586
H -0.104 -2.090 2.294
H 1.952 1.932 0.292
H -1.053 -1.798 -0.568
H -1.860 0.187 -1.028
H -1.767 0.737 2.838
H 3.287 1.690 -0.403
H -0.503 -0.034 3.288
H -0.472 1.923 -2.828
H 0.834 -3.241 1.231
*
```

The following is a quantum chemistry calculation of a cluster of 3 separate species, C3H14NO3S in total, from OMol25.

Results
electronic energy	-21799.838	eV

ORCA input file:
```
! RIJCOSX wB97M-V def2-TZVPD def2/J DEFGRID3
* xyz 1 1
S 1.326 -2.805 0.930
O 2.096 1.946 0.969
O -1.185 1.545 1.054
O -1.274 0.134 -2.541
N 0.669 0.484 -0.593
C 0.069 -1.837 0.056
C -1.221 0.133 0.962
C 0.150 -0.378 0.535
H -1.693 1.817 1.829
H -1.984 -0.116 0.226
H 0.222 0.212 -1.482
H 1.405 -3.833 0.068
H 2.690 2.636 0.649
H -1.450 -0.433 1.869
H 0.830 -0.131 1.349
H -1.877 -0.558 -2.851
H 0.417 1.459 -0.419
H 1.686 0.515 -0.608
H 0.172 -1.848 -1.026
H 1.598 2.323 1.698
H -1.698 0.905 -2.936
H -0.948 -2.170 0.261
*
```

The following is a quantum chemistry calculation of an isolated molecule of C5H8N2, from OMol25.

Results
electronic energy	-8293.344	eV
SMILES	C[C@H]1CN1CC#N

ORCA input file:
```
! RIJCOSX wB97M-V def2-TZVPD def2/J DEFGRID3
* xyz 0 1
N 2.459 -2.040 -0.475
N 0.349 0.383 0.613
C -0.583 1.388 0.119
C 1.693 0.415 0.063
C 2.144 -0.958 -0.219
C -1.722 -0.989 0.239
C -0.699 -0.028 -0.308
H -0.376 -0.229 -1.333
H -2.594 -1.055 -0.419
H 1.770 0.988 -0.877
H -0.219 2.108 -0.616
H 2.374 0.873 0.788
H -1.262 1.799 0.862
H -1.281 -1.987 0.333
H -2.054 -0.669 1.232
*
```

The following is a quantum chemistry calculation of a structure of composition C19H31N2SV, from OMol25.

Results
electronic energy	-59699.797	eV

ORCA input file:
```
! RIJCOSX wB97M-V def2-TZVPD def2/J DEFGRID3
* xyz 1 2
V 0.447 -0.812 0.090
S -1.755 0.241 0.952
N -1.914 2.935 1.256
N -2.801 2.075 -0.708
C -4.119 4.185 1.193
C 0.763 -0.447 -2.149
C 0.496 -1.841 -1.930
C -0.190 -3.506 0.704
C 1.913 0.269 2.349
C -2.154 1.874 0.459
C -1.164 3.773 -1.690
C 1.167 -2.536 2.548
C -2.612 4.246 1.182
C -2.564 3.215 -1.640
C 0.838 1.024 1.809
C 1.076 1.219 0.391
C -1.495 -0.681 -1.666
C -0.468 0.258 -1.974
C 2.811 -0.037 1.303
C 2.299 0.507 0.075
C 0.938 -2.522 1.026
C -0.900 -1.965 -1.601
C 2.237 -2.954 0.339
H 2.628 -3.791 0.930
H -3.194 1.233 -1.131
H 2.842 0.602 -0.860
H -2.566 -0.489 -1.614
H -4.517 3.648 0.328
H -4.519 5.205 1.175
H 1.693 -0.016 -2.521
H 2.098 -3.337 -0.674
H -1.540 2.677 2.171
H -1.163 4.599 -2.409
H 0.066 1.491 2.415
H -0.641 1.286 -2.273
H 2.071 0.061 3.405
H -1.446 -2.886 -1.397
H 1.168 -2.649 -2.189
H 0.566 1.922 -0.266
H -2.249 4.782 0.301
H 1.160 -3.594 2.856
H -0.151 -4.317 1.441
H -0.436 3.039 -2.047
H 3.780 -0.507 1.449
H -3.292 3.997 -1.387
H 3.012 -2.183 0.324
H -0.066 -3.987 -0.274
H 0.373 -2.041 3.122
H 2.150 -2.157 2.864
H -4.474 3.703 2.110
H -2.256 4.803 2.053
H -2.846 2.836 -2.631
H -0.816 4.156 -0.727
H -1.189 -3.060 0.792
*
```